Entry 1:
72
Properties=species:S:1:pos:R:3 method="wB97M-V/def2-TZVPD" total_energy_ha=-4622.6000 lumo_ev=-4.1473 homo_lumo_gap_ev=7.449 charge=+1
C -4.89729 -0.81474 -0.45522
C -4.94298 0.37230 0.51052
P -4.68938 0.08475 2.31774
C -5.31436 -1.62602 2.57333
C -2.85548 -0.24692 2.52103
C -2.08598 -0.73911 1.27855
N -1.78370 0.53008 0.59268
C -1.60678 1.45954 1.45295
C -1.93679 0.99323 2.83136
Br -2.80842 2.50343 3.67947
H -5.64462 -1.57543 -0.24256
H -5.12660 -0.44433 -1.45641
H -3.91501 -1.27022 -0.51066
H -5.93545 0.82401 0.45689
H -4.26488 1.15684 0.17169
H -5.29375 -1.79767 3.64684
H -6.33873 -1.64468 2.21182
H -4.71531 -2.38101 2.06527
H -2.71251 -1.01481 3.27976
H -1.10226 -1.10296 1.60379
H -2.49524 -1.54514 0.68733
H -1.69073 0.62384 -0.41715
H -1.27796 2.44671 1.15804
H -1.04795 0.70837 3.39258
C 0.78327 -5.91958 -5.45310
C 2.04531 -5.36462 -5.27101
C 2.17924 -4.10959 -4.70235
C 1.04832 -3.39901 -4.32163
C -0.22235 -3.95101 -4.51899
C -0.34849 -5.21591 -5.07841
C -1.45240 -3.20190 -4.14970
O -2.55795 -3.67375 -4.29405
C -1.28965 -1.82612 -3.58240
C -2.42586 -1.08996 -3.26920
C -2.29533 0.18235 -2.73808
C -1.02910 0.71268 -2.49813
C 0.10492 -0.02497 -2.80092
C -0.02079 -1.29074 -3.35527
C 1.21558 -2.06031 -3.69759
O 2.30801 -1.59465 -3.46046
H 0.68366 -6.90288 -5.89216
H 2.92621 -5.91417 -5.57362
H 3.15631 -3.67211 -4.55289
H -1.33358 -5.63769 -5.22004
H -3.40160 -1.51976 -3.45055
H -3.17514 0.76918 -2.49983
H -0.92414 1.71131 -2.08253
H 1.08984 0.38341 -2.61652
C 4.86320 5.86114 4.33960
C 5.83590 4.94061 4.71397
C 5.77966 3.63794 4.24812
C 4.74425 3.24750 3.40973
C 3.75712 4.16982 3.04527
C 3.82511 5.47782 3.50817
C 2.61954 3.76955 2.17868
O 1.74971 4.55195 1.85599
C 2.55950 2.34985 1.71860
C 1.48600 1.94374 0.93855
C 1.40516 0.63469 0.49951
C 2.40453 -0.27872 0.82366
C 3.47913 0.12383 1.59789
C 3.55589 1.43596 2.05259
C 4.71188 1.84522 2.90995
O 5.58196 1.05091 3.18454
H 4.91541 6.87946 4.70006
H 6.64104 5.24203 5.37013
H 6.53442 2.91718 4.52956
H 3.06312 6.18564 3.21374
H 0.72420 2.66978 0.68071
H 0.56917 0.32428 -0.11378
H 2.34671 -1.29889 0.46731
H 4.26526 -0.57153 1.85725

=====

Entry 2:
76
Properties=species:S:1:pos:R:3 method="wB97M-V/def2-TZVPD" relative_energy_kj_mol=0.0 total_energy_ha=-3696.0509 lumo_ev=2.0367 homo_lumo_gap_ev=5.573 charge=-1
Sr 0.03011 -0.38533 1.75709
C 3.15045 2.63807 0.30940
C 4.21086 1.91383 -0.46987
C 5.07522 2.63573 -1.28752
C 6.06553 2.01193 -2.03210
C 6.20418 0.63598 -1.96499
C 5.35324 -0.09907 -1.15101
C 4.35703 0.51653 -0.39629
P 3.21012 -0.44980 0.67293
C 3.58386 -2.16329 0.11196
C 2.76466 -2.58192 -0.93746
C 2.92986 -3.81505 -1.54766
C 3.91365 -4.66989 -1.08150
C 4.71487 -4.27873 -0.01906
C 4.57863 -3.03150 0.58897
C 5.51038 -2.66966 1.71355
C 3.84641 -0.15367 2.33826
C 4.91071 0.70849 2.60208
C 5.21996 1.11031 3.88802
C 4.42235 0.63646 4.93839
C 3.39065 -0.23863 4.70658
C 3.07295 -0.71187 3.40188
C 2.03503 -1.65500 3.17174
H 3.17074 3.70584 0.08827
H 3.29015 2.51191 1.38601
H 2.15674 2.25677 0.06724
H 4.96233 3.71285 -1.34030
H 6.72184 2.60015 -2.66203
H 6.97063 0.13092 -2.53993
H 5.46670 -1.17494 -1.10826
H 1.96911 -1.92601 -1.27255
H 2.27536 -4.11299 -2.35680
H 4.04940 -5.64686 -1.52957
H 5.47903 -4.95406 0.35017
H 6.25104 -3.45821 1.85246
H 4.96609 -2.53090 2.64862
H 6.03398 -1.73360 1.51526
H 5.49994 1.09258 1.77600
H 6.04105 1.79069 4.07229
H 4.62824 0.95669 5.95447
H 2.80000 -0.60949 5.53761
H 1.58966 -2.11106 4.05315
H 2.18904 -2.36977 2.36437
S -3.12559 0.14477 1.43620
C -3.76790 -0.73943 0.16550
N -3.00414 -1.59680 -0.56860
C -3.45868 -2.35595 -1.59110
C -4.75748 -2.29389 -1.98154
C -5.60701 -1.41059 -1.27501
C -5.13471 -0.66059 -0.24215
H -2.01364 -1.71671 -0.30885
H -2.71634 -2.99752 -2.04521
H -5.11571 -2.90142 -2.79790
H -6.64954 -1.33129 -1.55824
H -5.77147 0.01546 0.30851
I 0.28426 8.83022 1.47497
C 0.15549 6.74051 1.53038
C 0.09970 6.03332 0.33889
C 0.01691 4.64939 0.38467
C -0.01198 3.98327 1.60251
C 0.04580 4.70980 2.78396
C 0.12994 6.09431 2.75680
C -0.08381 2.47484 1.64064
O -0.12266 1.91643 2.76771
O -0.07809 1.85917 0.54263
H 0.12246 6.55295 -0.60924
H -0.02452 4.06260 -0.52348
H 0.02899 4.16936 3.72094
H 0.17802 6.66086 3.67660
Cl -0.75890 -5.16308 -0.87367
C -0.41945 -4.65040 0.79740
Cl 1.23212 -5.07847 1.27153
C -0.62351 -3.14015 1.00899
O -0.96489 -2.81111 2.15199
O -0.41697 -2.35070 0.04241
H -1.09515 -5.19598 1.44484

=====

Entry 3:
75
Properties=species:S:1:pos:R:3 method="wB97M-V/def2-TZVPD" total_energy_ha=-4944.2137 lumo_ev=2.5769 homo_lumo_gap_ev=4.974 charge=-1
C -0.33036 4.86357 3.19611
N 0.10321 3.51646 3.50720
C 1.53555 3.26291 3.41345
N -0.52987 2.81878 4.45912
C -1.80293 2.92175 4.65498
H 0.02764 5.09789 2.18526
H -1.42129 4.93950 3.22718
H 0.09870 5.61255 3.88787
H 1.86218 3.52888 2.40005
H 2.10579 3.87223 4.13767
H 1.73283 2.20381 3.60438
H -2.23094 2.27589 5.42981
H -2.47372 3.58579 4.08321
O -3.33230 2.69846 0.20982
C -2.50087 1.96271 -0.11898
Co -1.25935 0.84963 -0.58491
C -0.29282 1.97266 -1.54033
O 0.33334 2.83464 -2.00148
C -0.61937 0.81592 1.01949
O -0.24295 0.93886 2.11331
C -2.05205 -0.72438 -0.72074
C -2.11530 0.01980 -1.94626
C -2.97679 0.42700 -2.94951
C -2.70435 1.58399 -3.76171
C -3.73316 2.50433 -4.09907
C -3.43092 3.67197 -4.78755
C -2.12383 3.91214 -5.24204
C -1.11516 2.98219 -4.96817
C -1.39899 1.84531 -4.22420
Co -0.63096 -1.14653 -1.76659
C 0.59928 -0.66313 -2.91913
O 1.44995 -0.46937 -3.69147
C -1.03836 -2.76195 -2.28614
O -1.25313 -3.86011 -2.59761
P 0.74917 -1.87105 -0.20771
C 2.15411 -0.81906 0.31489
C 3.02852 -1.24146 1.32952
C 4.04982 -0.38990 1.76243
C 4.22709 0.85885 1.15851
C 3.40256 1.24881 0.10333
C 2.38402 0.39968 -0.33079
C -0.20331 -2.28540 1.30433
C 0.12122 -1.76298 2.55929
C -0.73400 -1.96676 3.64119
C -1.89185 -2.73146 3.48478
C -2.18834 -3.31185 2.24971
C -1.34198 -3.09200 1.15804
C 1.59207 -3.46851 -0.55205
C 1.37452 -4.62936 0.20561
C 1.91791 -5.85011 -0.20678
C 2.72461 -5.90889 -1.34466
C 3.01931 -4.73902 -2.05171
C 2.46450 -3.51992 -1.65305
H -2.79458 -1.29503 -0.19891
H -3.94353 -0.07189 -3.03375
H -4.74670 2.27845 -3.75945
H -4.21804 4.40495 -4.97289
H -1.88988 4.82019 -5.80023
H -0.09682 3.14063 -5.32128
H -0.63811 1.08106 -4.05204
H 2.89927 -2.22654 1.78560
H 4.70437 -0.70533 2.57541
H 5.01644 1.52831 1.50216
H 3.54675 2.20799 -0.39505
H 1.75965 0.68814 -1.18120
H 1.05523 -1.22503 2.70205
H -0.48513 -1.51443 4.60150
H -2.56706 -2.87473 4.32840
H -3.07887 -3.92776 2.11726
H -1.58116 -3.53294 0.18478
H 0.77239 -4.59185 1.11353
H 1.69907 -6.75372 0.36334
H 3.12803 -6.86496 -1.67838
H 3.67339 -4.77357 -2.92321
H 2.69665 -2.60572 -2.20552

=====

Entry 4:
71
Properties=species:S:1:pos:R:3 method="wB97M-V/def2-TZVPD" relative_energy_kj_mol=10.1 total_energy_ha=-2095.1938 lumo_ev=-2.6947 homo_lumo_gap_ev=9.095 charge=+1
F 0.78559 -3.22909 -5.59187
C 1.26721 -2.46884 -4.54901
C 2.63554 -2.38959 -4.34856
C 3.06324 -1.58347 -3.29583
F 4.41387 -1.49303 -3.04716
C 2.18436 -0.88413 -2.47066
C 0.80879 -1.05360 -2.64463
C -0.12251 -0.23539 -1.75216
C -0.57133 0.98739 -2.58847
C -0.41123 2.25150 -2.00996
C -0.59859 3.38873 -2.79195
F -0.43784 4.63474 -2.22350
C -0.92310 3.34394 -4.14329
C -1.07071 2.06988 -4.68281
F -1.31527 1.95148 -6.03224
C -0.95825 0.90122 -3.93133
N -1.21987 -0.95371 -1.10544
C -1.50790 -2.41449 -1.50430
C -1.60444 -3.28431 -0.25822
C -1.22307 -2.43662 0.95809
C -1.31804 -0.95995 0.55877
Si -0.34020 0.12584 1.75107
C 1.43006 -0.46748 1.53994
C 2.44611 -0.12521 2.44682
C 3.69424 -0.75910 2.38313
C 3.94936 -1.73474 1.41347
C 2.95650 -2.06434 0.48996
C 1.71691 -1.42818 0.55129
C -0.64323 0.01978 3.61521
C -1.15505 1.12149 4.32402
C -1.20083 1.12298 5.72317
C -0.77548 -0.00019 6.44114
C -0.32125 -1.12808 5.74717
C -0.26235 -1.11972 4.34742
C -0.91386 1.82704 1.26245
C -0.05705 2.93251 1.39381
C -0.49971 4.20578 1.01762
C -1.80397 4.38975 0.54498
C -2.66909 3.30044 0.44678
C -2.23537 2.02922 0.82566
C 0.34469 -1.80993 -3.73672
H 3.33524 -2.91562 -4.99003
H 2.55746 -0.22489 -1.67814
H 0.48144 0.17491 -0.94185
H -0.13682 2.33451 -0.95580
H -1.03777 4.24197 -4.73831
H -1.10917 -0.05529 -4.41924
H -2.06536 -0.43736 -1.37202
H -0.70258 -2.80523 -2.11341
H -2.42225 -2.39510 -2.10838
H -0.91610 -4.13556 -0.36435
H -2.61556 -3.70014 -0.15978
H -0.20730 -2.67925 1.30647
H -1.89115 -2.61309 1.81256
H -2.35913 -0.65013 0.69134
H 2.24967 0.61447 3.22806
H 4.46790 -0.49879 3.10543
H 4.91118 -2.24501 1.36994
H 3.12843 -2.81781 -0.28027
H 0.94628 -1.70362 -0.17570
H -1.50553 2.00125 3.77866
H -1.56752 2.00560 6.25074
H -0.80573 0.00180 7.53170
H -0.00439 -2.01710 6.29617
H 0.10326 -2.00705 3.82260
H 0.95823 2.79129 1.77184
H 0.17856 5.05855 1.09100
H -2.14864 5.38258 0.25193
H -3.68927 3.42929 0.08086
H -2.95128 1.20308 0.79081
H -0.71900 -1.91881 -3.95669

=====

Entry 5:
73
Properties=species:S:1:pos:R:3 method="wB97M-V/def2-TZVPD" relative_energy_kj_mol=0.0 total_energy_ha=-2673.3194 lumo_ev=4.0378 homo_lumo_gap_ev=5.347 charge=-2
Na 0.45833 -1.46969 -0.72686
C 2.90978 0.26690 1.86048
C 1.96793 0.68906 2.98337
C 0.50819 0.26508 2.79636
Sb -0.63941 1.72437 1.67450
C -2.62290 1.15592 2.25260
C -3.65864 2.06524 2.05779
C -4.97457 1.72839 2.35240
C -5.26987 0.47087 2.85942
C -4.24531 -0.44355 3.06237
C -2.93442 -0.10523 2.75552
C -0.47511 3.09491 3.41011
C -1.27311 3.04419 4.55425
C -1.08416 3.92366 5.61374
C -0.07964 4.88231 5.55668
C 0.72839 4.95110 4.43046
C 0.52545 4.06936 3.37421
Sb 2.50750 0.98853 -0.14206
C 2.71530 3.09685 0.37183
C 3.71034 3.58753 1.21651
C 3.79578 4.94028 1.52172
C 2.88696 5.83535 0.97019
C 1.89591 5.36762 0.11929
C 1.80962 4.00930 -0.16872
C 4.55787 0.92491 -0.79081
C 5.01796 1.91414 -1.65904
C 6.33278 1.92372 -2.10312
C 7.21385 0.93492 -1.68371
C 6.76682 -0.06052 -0.82783
C 5.44884 -0.06380 -0.38556
H 2.90699 -0.81688 1.73101
H 3.93363 0.57258 2.09373
H 2.03347 1.77373 3.13497
H 2.35032 0.24693 3.91231
H 0.00085 0.17890 3.76020
H 0.42931 -0.69506 2.28546
H -3.44621 3.04678 1.64571
H -5.76779 2.44476 2.17125
H -6.29532 0.19632 3.07746
H -4.47121 -1.43958 3.42392
H -2.15354 -0.84851 2.85556
H -2.06649 2.30525 4.62155
H -1.72360 3.85780 6.48762
H 0.06911 5.56884 6.38253
H 1.51872 5.69130 4.36705
H 1.17055 4.14895 2.50358
H 4.43800 2.90332 1.64197
H 4.57241 5.29598 2.18961
H 2.94707 6.89072 1.20983
H 1.17515 6.05492 -0.30809
H 1.00958 3.65338 -0.80905
H 4.34436 2.69831 -1.98992
H 6.66830 2.70234 -2.77867
H 8.24036 0.93619 -2.03158
H 7.43742 -0.85136 -0.51349
H 5.10670 -0.86727 0.25498
O -2.02845 0.88968 -1.22519
C -1.97206 -0.20282 -0.65475
O -1.12907 -0.49740 0.27016
C -3.03768 -1.24137 -0.94851
C -4.32081 -0.91090 -0.52123
C -5.38973 -1.77997 -0.68668
C -5.15860 -2.99803 -1.31656
C -3.88926 -3.32333 -1.76400
C -2.78378 -2.46830 -1.59838
S -1.22012 -2.95594 -2.23847
H -4.46947 0.05014 -0.03952
H -6.37976 -1.51190 -0.33461
H -5.97439 -3.69925 -1.46635
H -3.72235 -4.27071 -2.26330
O 4.50223 -3.18411 -1.39150
C 3.57724 -2.53762 -0.97386
N 2.66719 -1.90714 -0.54298

=====

Entry 6:
88
Properties=species:S:1:pos:R:3 method="wB97M-V/def2-TZVPD" relative_energy_kj_mol=158.3 total_energy_ha=-8039.5736 lumo_ev=1.7943 homo_lumo_gap_ev=6.432 charge=-1
Tl 0.63683 -0.12818 0.10692
N -0.77458 1.21024 -3.91855
C -1.90884 0.82470 -3.29706
N -3.07505 1.06315 -3.90466
C -4.13244 0.59069 -3.25052
N -5.35653 0.84851 -3.78280
N -4.10540 -0.11214 -2.11320
C -2.88846 -0.24583 -1.59104
N -1.76990 0.22981 -2.09968
C -2.78625 -1.03664 -0.32789
C -3.89889 -1.67245 0.18228
C -3.76817 -2.39378 1.36670
C -2.54518 -2.47864 1.98604
C -1.46611 -1.81731 1.39619
N -1.59599 -1.10840 0.28571
H -0.86634 1.45948 -4.88808
H 0.06772 0.71739 -3.61545
H -5.38265 1.15625 -4.73786
H -6.12936 0.31916 -3.42230
H -4.83738 -1.59188 -0.34342
H -4.62827 -2.89033 1.79754
H -2.39847 -3.00782 2.91691
H -0.32469 -1.62379 2.90955
O 5.39675 -2.30905 -2.46563
C 5.54582 -1.24409 -1.52895
C 4.18717 -0.90538 -0.92121
C 3.66098 -2.21133 -0.28172
O 2.67564 -2.00839 0.71301
C 4.45454 0.13636 0.17810
Se 2.95986 1.32029 0.65615
C 3.29696 -0.29206 -2.03449
Se 1.51634 -1.05984 -2.28392
H 6.26695 -2.58457 -2.76253
H 5.94967 -0.35130 -2.02426
H 6.23744 -1.52653 -0.72540
H 4.52256 -2.71516 0.17857
H 3.28066 -2.86616 -1.06607
H 1.90569 -2.60133 0.48097
H 5.23286 0.83201 -0.14846
H 4.79301 -0.36011 1.08802
H 3.76943 -0.39255 -3.01339
H 3.15355 0.76530 -1.82809
C 5.55702 -0.20231 5.42951
C 4.14373 0.10213 5.00483
C 3.33179 0.93840 5.76334
C 2.01553 1.17721 5.38916
C 1.50419 0.57313 4.25111
C 2.30064 -0.26630 3.48541
C 3.61168 -0.49219 3.86231
S -0.23815 0.82957 3.91831
O -0.23870 -1.85317 1.92063
O -0.81453 -0.54860 4.14491
N -0.32267 1.18120 2.30758
C -0.68464 2.50084 2.06723
C -1.26799 3.39175 2.97404
C -1.51004 4.74090 2.68291
C -1.17859 5.28284 1.47526
C -0.63328 4.43060 0.49440
C -0.25115 4.91915 -0.77580
C 0.28093 4.08175 -1.70703
C 0.40458 2.72256 -1.37987
N 0.03788 2.23484 -0.22360
C -0.43763 3.04846 0.75543
H 5.92771 0.53608 6.14105
H 6.22798 -0.22473 4.56984
H 5.60517 -1.18393 5.90817
H 3.72704 1.40139 6.66101
H 1.38283 1.82860 5.98250
H 1.91217 -0.76748 2.61246
H 4.22475 -1.14502 3.24958
H -1.53658 3.04018 3.95794
H -1.94633 5.36359 3.45548
H -1.32872 6.33241 1.25318
H -0.37188 5.97754 -0.97776
H 0.59706 4.43235 -2.68016
H 0.81090 2.01576 -2.09452
F -0.73461 -8.51641 0.36988
C -0.40727 -7.21080 0.25920
C -0.89034 -6.44580 -0.78651
F -1.69651 -7.01817 -1.69975
C -0.55520 -5.11351 -0.89926
F -1.06392 -4.41405 -1.93296
C 0.30567 -4.44646 0.00827
O 0.63666 -3.21739 -0.12999
C 0.75378 -5.27257 1.06841
F 1.57285 -4.73506 1.99324
C 0.42108 -6.60599 1.18601
F 0.90105 -7.33266 2.21115